The following is a DFT calculation (ωB97M-V with the def2-TZVPD basis set) of a molecular structure, C64H132F6N6NiO12 at a distorted geometry.

```
221
Properties=species:S:1:pos:R:3:lowdin_spin:R:1
Ni 0.517 -5.703 0.620 1.65
C 0.221 -2.311 0.803 0.01
O -0.603 -2.382 -0.378 0.00
O 0.671 -3.623 0.921 0.08
C 1.171 -1.073 0.899 0.00
F 2.237 -1.168 0.005 0.00
F 0.512 0.104 0.740 0.00
F 1.766 -1.141 2.060 0.00
C -1.468 -1.280 -0.647 0.00
C -2.373 -1.753 -1.752 0.00
H -2.692 -2.794 -1.805 0.00
H -3.237 -1.097 -1.865 0.00
H -1.718 -1.747 -2.624 0.00
H -0.849 -0.425 -0.920 0.00
H -2.097 -1.065 0.217 0.00
H -0.434 -2.045 1.632 0.00
C -2.296 -5.788 -0.214 0.01
O -1.725 -5.487 1.088 0.03
O -1.119 -5.863 -0.989 0.20
C -3.410 -6.939 -0.218 0.00
F -3.127 -7.715 0.808 0.00
F -4.641 -6.452 -0.095 0.00
F -3.286 -7.643 -1.368 0.00
C -2.604 -4.614 1.863 0.00
C -3.393 -5.495 2.844 0.00
H -4.302 -5.910 2.409 0.00
H -2.790 -6.334 3.193 0.00
H -3.757 -4.870 3.659 0.00
H -3.205 -3.828 1.407 0.00
H -1.988 -3.976 2.497 0.00
H -2.811 -4.895 -0.566 0.00
C 0.392 2.202 4.625 0.00
C -1.114 2.035 4.778 0.00
C -1.786 1.750 3.408 0.00
C -1.608 0.272 2.908 0.00
C -2.116 -0.728 3.945 0.00
C -1.603 -0.477 5.379 0.00
N -1.679 0.971 5.725 0.00
O -1.250 1.346 7.022 0.00
C -2.642 -1.111 6.325 0.00
C -0.248 -1.101 5.590 0.00
C -1.752 3.430 5.163 0.00
H 0.782 2.655 5.537 0.00
H 0.643 3.017 3.947 0.00
H 0.970 1.320 4.349 0.00
H -2.814 2.106 3.467 0.00
H -1.413 2.367 2.590 0.00
H -0.545 0.107 2.734 0.00
H -2.174 0.107 1.991 0.00
H -1.820 -1.734 3.645 0.00
H -3.204 -0.751 3.896 0.00
H -3.599 -0.589 6.340 0.00
H -2.844 -2.143 6.041 0.00
H -2.270 -1.176 7.348 0.00
H 0.178 -0.928 6.578 0.00
H -0.294 -2.181 5.445 0.00
H 0.570 -0.768 4.951 0.00
H -2.829 3.285 5.247 0.00
H -1.731 4.097 4.301 0.00
H -1.325 3.839 6.078 0.00
H -1.812 2.076 7.293 0.00
C -6.289 3.220 -5.524 0.00
C -4.792 3.228 -5.993 0.00
C -4.104 4.496 -5.360 0.00
C -2.531 4.363 -5.479 0.00
C -2.037 3.102 -4.744 0.00
C -2.675 1.877 -5.289 0.00
N -4.172 1.986 -5.518 0.00
O -4.839 0.839 -5.849 0.00
C -1.883 1.451 -6.659 0.00
C -2.451 0.712 -4.216 0.00
C -4.661 3.338 -7.584 0.00
H -6.972 2.598 -6.101 0.00
H -6.753 4.183 -5.310 0.00
H -6.280 2.700 -4.566 0.00
H -4.544 5.433 -5.701 0.00
H -4.332 4.500 -4.294 0.00
H -2.136 5.164 -4.855 0.00
H -2.069 4.392 -6.466 0.00
H -2.280 3.097 -3.682 0.00
H -0.956 3.029 -4.869 0.00
H -2.344 2.092 -7.410 0.00
H -0.821 1.689 -6.601 0.00
H -2.013 0.446 -7.061 0.00
H -1.489 0.503 -3.747 0.00
H -3.011 0.998 -3.326 0.00
H -2.825 -0.267 -4.516 0.00
H -5.464 4.009 -7.888 0.00
H -4.876 2.383 -8.063 0.00
H -3.704 3.766 -7.883 0.00
H -5.039 0.492 -4.976 0.00
C -10.035 -2.035 -0.433 0.00
C -8.743 -2.681 0.265 0.00
C -7.967 -3.320 -0.982 0.00
C -6.552 -3.627 -0.632 0.00
C -5.891 -2.355 -0.066 0.00
C -6.607 -1.712 1.157 0.00
N -7.993 -1.491 0.810 0.00
O -8.813 -0.923 1.838 0.00
C -6.479 -2.800 2.283 0.00
C -5.954 -0.382 1.552 0.00
C -9.308 -3.764 1.320 0.00
H -10.504 -2.865 -0.963 0.00
H -9.731 -1.294 -1.172 0.00
H -10.683 -1.650 0.354 0.00
H -8.442 -4.229 -1.351 0.00
H -7.851 -2.629 -1.816 0.00
H -5.984 -3.927 -1.512 0.00
H -6.518 -4.546 -0.046 0.00
H -5.881 -1.594 -0.846 0.00
H -4.836 -2.559 0.114 0.00
H -7.247 -2.755 3.055 0.00
H -6.564 -3.810 1.881 0.00
H -5.494 -2.717 2.742 0.00
H -6.465 -0.052 2.457 0.00
H -4.873 -0.431 1.684 0.00
H -6.078 0.398 0.801 0.00
H -10.099 -3.359 1.951 0.00
H -8.609 -4.292 1.968 0.00
H -9.886 -4.512 0.777 0.00
H -9.132 -0.124 1.411 0.00
C 5.782 -0.173 -0.432 0.00
C 6.920 0.081 -1.502 0.00
C 7.850 -1.199 -1.712 0.00
C 7.176 -2.366 -2.462 0.00
C 6.561 -1.926 -3.782 0.00
C 5.629 -0.662 -3.690 0.00
N 6.284 0.435 -2.814 0.00
O 5.571 1.693 -2.848 0.00
C 5.530 -0.061 -5.150 0.00
C 4.187 -1.085 -3.204 0.00
C 7.814 1.351 -1.087 0.00
H 5.743 -1.225 -0.148 0.00
H 4.802 0.135 -0.797 0.00
H 6.028 0.310 0.514 0.00
H 8.643 -0.852 -2.375 0.00
H 8.301 -1.623 -0.815 0.00
H 6.408 -2.832 -1.845 0.00
H 7.881 -3.177 -2.646 0.00
H 6.110 -2.823 -4.208 0.00
H 7.397 -1.665 -4.431 0.00
H 6.442 0.111 -5.722 0.00
H 4.974 -0.731 -5.806 0.00
H 5.052 0.910 -5.281 0.00
H 4.249 -1.387 -2.159 0.00
H 3.574 -0.186 -3.263 0.00
H 3.853 -1.780 -3.975 0.00
H 8.528 1.655 -1.853 0.00
H 8.376 1.120 -0.182 0.00
H 7.195 2.231 -0.914 0.00
H 4.797 1.544 -2.300 0.00
C 3.803 -1.818 4.879 0.00
C 4.568 -0.692 4.115 0.00
C 3.612 0.513 3.940 0.00
C 4.374 1.781 3.679 0.00
C 5.417 2.096 4.814 0.00
C 6.460 0.927 4.967 0.00
N 5.723 -0.390 5.020 0.00
O 6.628 -1.475 5.249 0.00
C 7.561 0.952 3.856 0.00
C 7.187 1.186 6.323 0.00
C 5.165 -1.118 2.733 0.00
H 2.964 -2.199 4.298 0.00
H 3.441 -1.400 5.818 0.00
H 4.457 -2.672 5.058 0.00
H 2.984 0.477 3.050 0.00
H 2.967 0.661 4.806 0.00
H 3.650 2.578 3.510 0.00
H 4.792 1.699 2.675 0.00
H 4.901 2.485 5.692 0.00
H 5.824 3.056 4.493 0.00
H 7.283 0.779 2.817 0.00
H 8.278 1.771 3.931 0.00
H 8.230 0.129 4.107 0.00
H 8.034 0.525 6.507 0.00
H 7.519 2.223 6.374 0.00
H 6.545 1.143 7.203 0.00
H 4.879 -2.156 2.567 0.00
H 6.251 -1.036 2.685 0.00
H 4.668 -0.478 2.004 0.00
H 6.437 -1.759 6.146 0.00
C 2.776 6.208 -1.036 0.00
C 3.415 4.815 -0.953 0.00
C 3.446 4.351 0.525 0.00
C 2.090 3.898 1.100 0.00
C 1.579 2.843 0.178 0.00
C 1.527 3.126 -1.397 0.00
N 2.835 3.724 -1.766 0.00
O 3.160 3.807 -3.148 0.00
C 1.398 1.701 -2.145 0.00
C 0.310 3.955 -1.679 0.00
C 4.893 4.882 -1.381 0.00
H 2.775 6.498 -2.087 0.00
H 3.352 6.950 -0.482 0.00
H 1.739 6.223 -0.702 0.00
H 4.110 3.507 0.712 0.00
H 3.762 5.148 1.198 0.00
H 1.440 4.773 1.107 0.00
H 2.268 3.497 2.098 0.00
H 0.598 2.523 0.531 0.00
H 2.225 1.975 0.311 0.00
H 1.597 1.843 -3.207 0.00
H 2.015 0.992 -1.594 0.00
H 0.433 1.197 -2.092 0.00
H 0.050 4.662 -0.890 0.00
H 0.504 4.545 -2.575 0.00
H -0.628 3.458 -1.922 0.00
H 5.517 5.463 -0.703 0.00
H 5.027 5.398 -2.332 0.00
H 5.331 3.884 -1.391 0.00
H 4.072 3.510 -3.174 0.00
C 1.071 -2.704 -3.118 0.00
C 0.384 -2.559 -4.479 0.00
O 0.609 -3.709 -5.254 0.00
O 0.253 -3.565 -2.382 0.00
H 0.993 -1.731 -2.632 0.00
H 2.053 -3.177 -3.141 0.00
H 0.873 -1.774 -5.056 0.00
H -0.657 -2.242 -4.522 0.00
H -0.267 -4.082 -5.382 0.00
H 0.134 -3.190 -1.506 0.00
```

Properties
**HOMO level (alpha / beta)**: -7.865 / -7.865 eV
**Expectation value of S²**: 2.01
**Kohn-Sham gap (alpha / beta)**: 5.61 / 5.15 eV
**Calculated total energy**: -159351.1281 eV
**Charge**: 0
**Spin multiplicity**: 3